{
  "formula": "C9H10O",
  "method": "ωB97M-V/def2-TZVPD",
  "elements": ["C", "C", "C", "C", "C", "C", "C", "C", "C", "O", "H", "H", "H", "H", "H", "H", "H", "H", "H", "H"],
  "positions_angstrom": [[0.192, -1.666, 1.204], [0.342, -1.330, -0.122], [-0.615, -1.951, -1.201], [1.510, -0.536, -0.615], [1.573, 0.847, -0.538], [0.695, 1.817, 0.003], [-0.422, 1.730, 0.807], [-0.888, 3.032, 1.119], [-0.061, 3.826, 0.417], [0.834, 3.069, -0.292], [0.796, -1.156, 1.968], [-0.726, -2.292, 1.521], [-1.579, -2.098, -0.669], [-0.311, -2.919, -1.688], [-0.509, -1.156, -2.078], [2.395, -1.107, -0.943], [2.367, 1.356, -1.201], [-0.905, 0.784, 1.102], [-1.734, 3.218, 1.759], [-0.084, 4.896, 0.221]],
  "e_above_lowest_ev": 1.152,
  "homo_lumo_gap_ev": 8.6,
  "e_tot_ha": -424.07352,
  "smiles": "C=C(C)/C=C\\c1ccco1"
}



{
  "formula": "C3H6ClFS",
  "method": "ωB97M-V/def2-TZVPD",
  "elements": ["C", "C", "F", "Cl", "C", "S", "H", "H", "H", "H", "H", "H"],
  "positions_angstrom": [[0.786, 1.106, 0.762], [-0.427, 0.157, 0.457], [-1.656, 0.952, 0.506], [-0.478, -1.081, 1.715], [-0.664, -0.550, -1.014], [0.676, -1.517, -1.713], [0.798, 1.210, 1.808], [1.792, 0.729, 0.317], [0.703, 2.088, 0.402], [-0.940, 0.284, -1.548], [-1.578, -0.995, -0.949], [0.988, -2.384, -0.742]],
  "e_above_lowest_ev": 0.721,
  "homo_lumo_gap_ev": 10.3,
  "e_tot_ha": -1076.12012,
  "smiles": "C[C@](F)(Cl)CS"
}



{
  "formula": "C19H16BClFN3O8S",
  "method": "ωB97M-V/def2-TZVPD",
  "elements": ["C", "C", "C", "Cl", "C", "C", "C", "S", "C", "C", "C", "N", "N", "C", "C", "C", "C", "C", "N", "C", "F", "H", "H", "H", "H", "H", "H", "H", "H", "H", "H", "H", "H", "H", "H", "H", "H", "B", "O", "C", "O", "C", "O", "O", "O", "C", "O", "C", "O", "O"],
  "positions_angstrom": [[4.228, 1.353, -1.722], [2.646, 1.187, -1.935], [1.732, 2.240, -1.142], [2.520, 3.025, 0.315], [0.353, 1.564, -0.638], [0.462, 0.219, 0.141], [-0.856, -0.442, 0.632], [-0.760, -2.052, 1.560], [-2.231, 0.286, 0.360], [-3.537, -0.464, 0.915], [-3.768, -1.736, -0.067], [-3.545, -1.497, -1.352], [-2.279, 1.566, -0.352], [-3.613, 2.222, -0.539], [-4.532, 1.768, -1.685], [-5.963, 2.329, -1.989], [-6.358, 3.467, -0.965], [-5.308, 3.781, 0.124], [-4.015, 3.249, 0.354], [-1.050, 2.181, -0.847], [-1.158, 3.431, -1.533], [4.655, 2.218, -2.363], [4.569, 1.391, -0.633], [4.713, 0.398, -2.169], [2.449, 1.372, -3.062], [2.364, 0.090, -1.758], [1.422, 3.086, -1.860], [1.501, -0.252, 0.330], [-1.069, -1.833, 2.899], [-3.264, -0.826, 1.979], [-4.460, 0.209, 0.995], [-4.069, -2.775, 0.311], [-3.685, -2.368, -1.904], [-4.150, 0.912, -2.356], [-6.640, 1.964, -2.825], [-7.365, 4.007, -1.026], [-5.638, 4.591, 0.881], [4.285, -3.068, 1.763], [5.476, -2.773, 0.948], [5.044, -2.364, -0.244], [5.766, -2.039, -1.157], [3.578, -2.371, -0.265], [2.875, -2.053, -1.197], [3.115, -2.784, 0.913], [4.285, -4.470, 2.209], [4.265, -4.459, 3.544], [4.260, -5.450, 4.232], [4.252, -3.074, 4.023], [4.233, -2.720, 5.176], [4.263, -2.240, 2.980]],
  "e_above_lowest_ev": 8.346,
  "homo_lumo_gap_ev": 6.6,
  "e_tot_ha": -2482.77506
}



{
  "formula": "C24H48Br16IO4P",
  "method": "ωB97M-V/def2-TZVPD",
  "elements": ["C", "O", "C", "C", "C", "C", "C", "C", "O", "O", "C", "P", "O", "I", "H", "H", "H", "H", "H", "H", "H", "H", "H", "H", "H", "H", "H", "H", "H", "H", "Br", "C", "C", "Br", "H", "H", "H", "H", "Br", "C", "C", "Br", "H", "H", "H", "H", "Br", "C", "C", "Br", "H", "H", "H", "H", "Br", "C", "C", "Br", "H", "H", "H", "H", "Br", "C", "C", "Br", "H", "H", "H", "H", "Br", "C", "C", "Br", "H", "H", "H", "H", "Br", "C", "C", "Br", "H", "H", "H", "H", "Br", "C", "C", "Br", "H", "H", "H", "H"],
  "positions_angstrom": [[-3.582, -1.969, 0.210], [-3.139, -0.727, 0.718], [-2.571, 0.155, -0.228], [-3.090, 1.533, 0.010], [-2.170, 2.638, -0.464], [-0.954, 2.829, 0.420], [-1.347, 2.813, 1.876], [-0.813, 1.689, 2.676], [-1.477, 1.129, 3.483], [0.506, 1.371, 2.522], [0.828, 0.053, 2.173], [1.475, 0.169, 0.433], [1.494, -1.356, -0.128], [3.792, 0.825, 0.940], [-2.827, -2.419, -0.403], [-3.777, -2.589, 1.058], [-4.488, -1.835, -0.356], [-2.761, -0.148, -1.228], [-1.495, 0.164, -0.100], [-3.373, 1.623, 1.037], [-4.000, 1.615, -0.551], [-2.736, 3.546, -0.461], [-1.873, 2.446, -1.474], [-0.534, 3.780, 0.182], [-0.192, 2.119, 0.182], [-1.014, 3.708, 2.355], [-2.404, 2.771, 1.989], [0.004, -0.633, 2.235], [1.603, -0.314, 2.804], [1.305, -1.275, -1.061], [0.265, 1.330, -4.740], [0.142, 2.651, -6.158], [0.917, 3.893, -5.823], [-0.014, 4.998, -4.521], [-0.912, 2.848, -6.316], [0.558, 2.168, -7.038], [1.029, 4.519, -6.704], [1.894, 3.671, -5.406], [2.769, 3.354, -2.101], [3.257, 5.132, -2.737], [4.522, 5.630, -2.103], [4.246, 6.194, -0.262], [2.403, 5.770, -2.543], [3.395, 5.032, -3.811], [4.888, 6.512, -2.626], [5.298, 4.876, -2.075], [5.021, 0.469, 4.971], [5.060, -1.392, 5.530], [4.749, -2.330, 4.395], [2.850, -2.372, 3.984], [4.364, -1.490, 6.354], [6.073, -1.561, 5.888], [5.002, -3.351, 4.669], [5.263, -2.061, 3.479], [6.729, 3.085, -0.651], [7.687, 4.293, 0.534], [8.542, 3.534, 1.511], [7.475, 2.720, 2.920], [6.938, 4.909, 1.019], [8.304, 4.913, -0.112], [9.230, 4.207, 2.016], [9.097, 2.731, 1.041], [-4.706, -8.213, -2.083], [-4.707, -6.662, -0.909], [-5.200, -5.433, -1.614], [-3.861, -4.700, -2.818], [-3.699, -6.561, -0.529], [-5.372, -6.926, -0.091], [-5.407, -4.644, -0.894], [-6.083, -5.624, -2.212], [-5.026, -8.546, 2.566], [-5.082, -7.084, 3.851], [-5.544, -5.808, 3.205], [-4.144, -5.013, 2.112], [-4.089, -7.000, 4.276], [-5.784, -7.397, 4.620], [-5.786, -5.060, 3.955], [-6.400, -5.959, 2.557], [-9.300, -10.364, -3.308], [-7.445, -10.926, -3.149], [-7.218, -11.766, -1.922], [-7.182, -10.683, -0.308], [-6.845, -10.023, -3.150], [-7.240, -11.503, -4.047], [-6.245, -12.248, -1.968], [-7.987, -12.515, -1.780], [5.068, 10.483, -2.181], [4.720, 10.028, -0.321], [5.788, 10.557, 0.595], [7.419, 9.501, 0.485], [4.636, 8.950, -0.281], [3.759, 10.480, -0.088], [5.467, 10.486, 1.630], [6.064, 11.581, 0.369]],
  "e_above_lowest_ev": 0.000,
  "homo_lumo_gap_ev": 8.6,
  "e_tot_ha": -43067.51253,
  "smiles": "COCCCCCC(=O)OCP(O)I.BrCCBr.BrCCBr.BrCCBr.BrCCBr.BrCCBr.BrCCBr.BrCCBr.BrCCBr"
}



{
  "formula": "C30H37N11O2ReSe",
  "method": "ωB97M-V/def2-TZVPD",
  "elements": ["Re", "Se", "N", "C", "C", "C", "C", "C", "N", "C", "C", "N", "C", "C", "C", "C", "C", "N", "H", "H", "H", "H", "H", "H", "C", "C", "N", "C", "N", "C", "C", "C", "N", "C", "H", "H", "H", "H", "H", "H", "H", "H", "H", "H", "H", "H", "H", "C", "N", "C", "C", "O", "N", "C", "C", "H", "H", "H", "H", "H", "H", "H", "H", "H", "H", "H", "H", "N", "C", "O", "C", "C", "C", "N", "C", "C", "H", "H", "H", "H", "H", "H"],
  "positions_angstrom": [[-0.343, -0.180, 0.345], [0.800, 0.762, 7.817], [-0.448, 1.330, 6.588], [-0.225, 0.758, 5.406], [-1.089, 0.961, 4.245], [-2.227, 1.702, 4.293], [-2.906, 1.860, 3.059], [-2.474, 1.180, 1.972], [-1.392, 0.342, 1.944], [-0.636, 0.240, 3.109], [0.512, -0.471, 3.010], [0.722, -1.061, 1.746], [1.764, -1.902, 1.614], [2.596, -2.223, 2.656], [2.489, -1.590, 3.916], [1.452, -0.631, 4.070], [1.068, -0.063, 5.318], [1.667, -0.204, 6.474], [-2.542, 2.154, 5.209], [-3.675, 2.593, 2.939], [-3.055, 1.238, 1.020], [1.873, -2.452, 0.658], [3.264, -2.994, 2.363], [3.107, -1.934, 4.781], [-2.198, -3.545, -3.998], [-1.873, -2.079, -3.961], [-1.573, -1.681, -2.575], [-1.843, -2.356, -1.450], [-1.472, -1.787, -0.241], [-2.197, -2.354, 0.919], [-2.209, -3.873, 0.904], [-2.805, -4.478, -0.382], [-2.474, -3.559, -1.525], [-3.007, -4.031, -2.817], [-1.226, -4.067, -4.008], [-2.691, -3.832, -4.893], [-2.704, -1.475, -4.314], [-0.985, -1.897, -4.549], [-0.975, -0.874, -2.393], [-3.273, -1.975, 0.892], [-1.714, -1.917, 1.824], [-2.753, -4.190, 1.789], [-1.135, -4.207, 1.076], [-3.937, -4.550, -0.325], [-2.400, -5.520, -0.573], [-4.038, -3.650, -2.830], [-3.117, -5.134, -2.796], [3.438, 0.844, -3.361], [2.313, 0.048, -2.848], [2.637, -1.317, -2.455], [1.063, 0.492, -2.505], [0.435, -0.196, -1.598], [0.337, 1.302, -3.301], [-0.988, 1.725, -2.880], [0.891, 1.839, -4.514], [4.276, 0.700, -2.631], [3.186, 1.915, -3.354], [3.810, 0.492, -4.341], [3.553, -1.641, -2.936], [1.828, -2.030, -2.768], [2.735, -1.478, -1.350], [-1.469, 0.914, -2.263], [-1.557, 1.922, -3.747], [-0.875, 2.700, -2.321], [1.418, 1.078, -5.054], [1.588, 2.634, -4.275], [0.037, 2.215, -5.146], [1.872, 6.323, 1.954], [2.602, 5.370, 1.267], [3.792, 5.516, 0.966], [1.859, 4.136, 1.001], [0.467, 4.057, 0.904], [-0.170, 2.895, 0.537], [0.530, 1.750, 0.345], [1.938, 1.831, 0.345], [2.561, 2.985, 0.635], [2.457, 6.940, 2.537], [1.086, 5.972, 2.458], [-0.128, 4.961, 1.112], [-1.294, 2.792, 0.455], [2.448, 0.871, 0.256], [3.621, 3.061, 0.551]],
  "e_above_lowest_ev": 0.000,
  "homo_lumo_gap_ev": [6.5, 5.3],
  "charge": 4,
  "e_tot_ha": -4396.46680,
  "multiplicity": 4
}